Entry 1:
94
Properties=species:S:1:pos:R:3:forces:R:3 method="wB97M-V/def2-TZVPD" charge=+1 energy_ha=-7844.54632 lumo_energy_ev=-3.13 gap_ev=6.9 e_above_lowest_kj_mol=38.0
Se -2.830 -0.485 2.293 -0.07 -0.01 -0.02
Ge -5.360 -0.005 4.335 -0.02 0.00 0.00
Fe 0.649 1.148 -1.611 0.01 0.03 0.04
O -2.875 -4.001 -0.857 0.01 0.00 0.01
O 2.562 1.722 -1.704 0.04 -0.01 -0.03
O 0.867 -2.577 -2.835 -0.01 0.01 0.00
O 1.111 -0.160 -0.203 0.05 0.02 -0.02
O -0.951 -4.192 -1.948 0.01 0.01 0.01
O 1.185 -0.363 -2.838 -0.01 -0.02 -0.02
N -1.106 0.109 -1.694 0.03 0.00 0.01
N 5.384 -1.041 -2.053 0.01 -0.01 0.00
N 0.269 2.438 -3.057 -0.02 0.00 -0.01
N 1.985 -2.849 0.209 -0.01 0.00 0.01
N -2.298 0.091 -1.088 0.01 -0.03 0.01
N 0.229 2.508 -0.241 0.00 -0.01 0.02
C 3.035 -2.005 -0.355 -0.01 0.00 0.00
C 4.967 1.458 -6.810 0.00 0.00 0.00
C 0.394 1.086 3.098 -0.01 -0.01 0.01
C 1.033 -1.296 1.845 -0.01 0.00 -0.01
C 0.474 -0.080 3.884 0.00 0.01 0.00
C -0.829 -1.154 -1.987 -0.02 0.00 -0.04
C -1.026 3.108 -3.050 0.01 0.00 -0.01
C 0.735 -1.253 3.228 0.01 0.00 0.00
C -1.854 -2.006 -1.534 0.02 0.01 0.06
C 2.442 2.153 -4.041 0.01 0.00 -0.02
C 0.571 1.104 1.733 -0.01 -0.01 -0.02
C -2.783 -1.154 -0.972 -0.03 -0.01 -0.03
C 0.939 -0.104 1.045 0.00 0.00 -0.01
C 5.503 -1.948 -0.910 0.01 0.00 -0.01
C 0.293 2.346 1.024 0.00 0.00 0.01
C 3.065 1.604 -2.861 0.00 0.00 0.02
C -1.947 -3.489 -1.436 -0.03 -0.01 -0.01
C 1.111 2.744 -3.961 -0.02 -0.01 0.01
C -3.400 -0.093 4.121 0.04 -0.01 0.00
C -1.311 3.771 -1.683 0.00 0.01 -0.01
C 1.239 -2.564 1.243 0.00 0.01 -0.01
C 0.509 -1.406 -2.618 0.03 0.00 0.02
C 4.612 0.022 -2.033 0.00 0.03 0.00
C -5.750 0.300 6.225 0.00 0.00 0.00
C 4.869 0.802 -4.382 0.00 0.01 -0.01
C -5.992 1.492 3.252 0.00 0.00 0.00
C -0.113 3.838 -0.740 0.01 0.00 -0.01
C 3.087 2.106 -5.246 -0.02 0.01 0.00
C 0.225 -0.019 5.365 0.00 0.00 0.00
C 4.329 1.447 -5.451 0.01 -0.01 0.01
C 4.269 0.854 -3.094 -0.01 -0.01 0.01
C -2.804 -2.421 2.445 0.00 0.00 0.02
C 4.273 -2.831 -0.690 -0.01 0.00 0.00
C -6.168 -1.670 3.716 0.01 -0.01 0.00
H 2.648 -1.487 -1.230 -0.01 0.01 0.00
H 5.888 0.877 -6.816 0.00 0.00 0.00
H 3.267 -1.259 0.407 0.00 0.00 0.00
H 5.790 -1.334 -2.930 -0.01 0.00 0.00
H -5.946 -1.837 2.661 0.00 0.00 0.00
H 5.804 0.263 -4.511 0.00 0.00 0.00
H 1.899 -3.780 -0.180 0.00 0.00 0.00
H 0.726 -3.420 1.675 0.00 0.00 0.00
H 5.695 -1.345 -0.021 0.00 0.00 0.00
H 0.833 3.456 -4.741 0.00 0.00 0.00
H -0.251 -3.602 -2.368 -0.01 0.00 -0.01
H 4.297 1.036 -7.561 0.00 0.00 0.00
H -1.666 4.788 -1.852 0.00 0.00 0.00
H 4.512 -3.505 0.137 0.00 0.00 0.00
H -7.251 -1.623 3.829 0.00 0.01 0.00
H -3.759 -2.780 2.821 0.00 0.01 0.00
H -2.691 0.935 -0.706 0.00 0.01 0.00
H -1.063 3.853 -3.848 0.00 0.00 0.00
H 0.932 0.649 5.858 0.00 0.00 0.00
H -5.553 2.430 3.593 0.00 0.00 0.00
H 4.086 -3.444 -1.576 0.00 0.00 0.00
H -2.121 3.251 -1.167 0.00 -0.01 0.00
H -0.780 0.348 5.581 0.01 0.00 0.00
H 5.211 2.475 -7.122 0.00 0.00 0.00
H -2.638 -2.845 1.456 0.00 0.01 -0.03
H -5.383 -0.524 6.837 0.00 0.00 0.00
H -0.341 4.510 0.092 0.00 0.00 0.00
H -2.002 -2.717 3.119 0.00 -0.01 0.00
H -6.826 0.386 6.381 0.00 0.00 0.00
H 0.761 4.233 -1.261 0.00 0.00 0.00
H 0.755 -2.183 3.788 0.00 0.00 0.00
H -7.076 1.579 3.320 0.00 0.00 0.00
H -2.961 0.873 4.377 -0.01 0.01 0.00
H 6.381 -2.569 -1.075 0.00 0.00 0.00
H 4.127 0.244 -1.088 0.00 0.00 0.00
H -5.726 1.341 2.205 0.00 0.00 0.00
H 0.085 3.203 1.669 0.01 0.00 0.00
H 2.611 2.575 -6.103 0.00 0.00 0.00
H -5.807 -2.524 4.291 0.00 0.00 0.00
H -3.730 -1.363 -0.503 0.00 0.00 0.00
H -1.784 2.354 -3.267 0.00 0.00 0.00
H -2.942 -0.839 4.772 0.00 0.01 0.00
H -5.282 1.222 6.572 0.00 0.00 0.00
H 0.325 -1.004 5.820 0.00 0.00 0.00
H 0.130 2.018 3.591 0.00 0.00 0.00

=====

Entry 2:
85
Properties=species:S:1:pos:R:3:forces:R:3 method="wB97M-V/def2-TZVPD" energy_ha=-3178.13759 lumo_energy_ev=0.28 gap_ev=9.4
Cl 0.185 0.894 1.076 -2.81 4.57 -0.71
Cl 1.727 -0.426 -2.055 1.91 -1.26 0.08
Cl 1.899 -2.768 0.054 4.63 1.46 0.28
Cl -0.466 3.065 -1.446 -2.99 1.37 4.16
O 3.978 2.397 3.526 0.33 0.86 2.30
O -1.586 0.590 -4.517 0.27 1.59 0.23
O -2.426 -1.524 2.433 0.14 -2.89 3.72
O -1.230 -5.666 0.338 0.76 -3.39 1.33
O -1.538 -1.185 0.485 1.15 1.73 -0.68
O 2.624 1.890 -1.106 1.34 0.85 1.10
N -2.574 -4.208 -0.557 -3.80 2.38 -2.33
C 0.516 2.580 1.106 -2.57 1.04 -1.26
C -2.802 -0.430 -2.804 -0.76 -0.85 -1.24
C -3.583 0.049 1.371 -1.05 0.30 -1.49
C 1.661 2.517 -3.082 0.58 0.14 -1.53
C 0.470 -0.674 -0.876 0.61 -0.56 2.01
C -0.432 -1.019 -3.274 -0.11 -2.21 -2.11
C 1.075 -1.219 0.425 0.82 -1.61 -0.75
C -0.767 3.241 0.418 2.53 0.71 0.39
C 3.148 3.156 1.398 1.36 1.18 1.59
C 3.627 1.983 2.281 -0.80 0.90 -2.83
C -2.667 -0.473 0.167 -2.64 0.05 2.01
C 2.463 1.059 2.287 1.39 -1.03 1.37
C -1.171 -1.944 2.881 0.55 -2.28 3.28
C -1.378 0.156 -3.155 -1.71 -2.14 -2.92
C -2.353 0.652 -0.707 0.86 0.99 0.20
C -1.439 -4.564 -0.040 1.21 1.02 0.46
C -0.435 -3.496 0.080 -0.39 -0.95 -1.85
C 2.990 2.483 -2.346 -2.10 -0.12 0.52
C 4.071 1.738 -3.057 0.21 -0.01 0.66
C -1.428 -2.881 4.093 1.35 0.36 -0.02
C -0.277 -0.773 3.110 0.32 -1.30 2.52
H -1.823 -3.845 3.775 -0.35 0.21 0.02
H -3.132 -1.136 -3.565 0.62 -0.21 -0.36
H -1.583 0.277 -1.382 -1.08 0.59 1.88
H -4.599 0.223 1.019 -0.10 -0.07 -0.53
H -1.303 -0.069 -5.155 0.16 -0.17 0.31
H -0.736 -0.068 3.803 -0.31 0.39 -0.30
H 0.308 -1.559 1.120 0.79 0.53 -0.69
H 4.539 1.536 1.886 -0.24 -0.41 -0.90
H -1.585 -1.470 1.401 -0.27 0.37 -2.47
H 0.089 -3.605 1.029 -0.46 -0.08 -0.49
H 4.974 1.873 -2.462 0.43 0.27 -0.56
H -1.892 1.514 -0.225 -1.04 -0.70 -0.03
H -3.385 -4.767 -0.783 0.58 -0.59 0.32
H 0.706 2.819 2.152 -0.77 0.64 -0.28
H 1.754 3.296 -3.839 -0.62 -0.19 -0.40
H 0.816 2.665 -2.410 2.43 0.28 -1.41
H -0.717 -2.604 2.142 -0.27 0.06 0.13
H -3.273 1.048 1.677 0.45 -0.13 0.36
H 1.573 1.450 2.781 0.64 0.36 -0.06
H 4.315 1.587 3.915 0.19 0.21 0.71
H 1.797 -0.582 0.936 -0.03 -1.09 -0.74
H -3.221 0.848 -1.337 0.44 1.04 1.00
H -2.952 -0.918 -1.841 0.40 -0.43 -1.18
H -0.706 -2.501 -0.275 -0.72 -1.09 1.32
H 2.700 0.236 2.963 0.12 -0.82 -0.48
H 4.070 2.149 -4.067 0.70 -0.37 -0.09
H 3.296 3.508 -2.138 0.14 0.05 0.11
H -0.713 4.303 0.658 -0.24 0.08 -0.45
H -3.068 -1.629 3.139 0.18 -0.43 0.49
H -0.981 -1.829 -3.754 -0.56 -0.23 0.16
H 0.109 -0.289 2.213 -0.47 -1.60 2.67
H 2.148 1.095 -1.359 0.20 0.19 0.34
H 3.909 0.661 -3.009 -0.27 0.04 -0.53
H 0.312 -3.586 -0.708 -0.84 -1.81 0.03
H 0.065 -1.420 -2.391 -1.55 -0.60 -3.24
H 1.361 1.544 -3.472 0.59 0.13 -0.83
H -1.070 0.945 -2.468 0.24 0.34 -1.63
H -3.613 -0.665 2.194 -1.91 2.50 -1.45
H -3.163 -1.259 -0.402 -1.50 0.43 0.23
H -0.265 -1.347 -1.316 0.62 0.29 2.08
H -3.623 0.287 -2.832 0.38 0.40 -0.44
H -0.483 -3.096 4.591 0.16 -0.12 -0.08
H 0.399 -0.948 -3.976 -0.29 0.97 -0.24
H 1.440 2.737 0.549 -1.81 0.01 -0.07
H 2.303 3.613 1.913 0.59 0.29 0.36
H -2.633 -3.283 -0.958 -0.03 -0.06 0.20
H 0.491 -1.220 3.741 0.80 0.24 -0.27
H 3.911 3.934 1.383 0.19 -0.04 -0.47
H -0.056 0.261 -0.686 0.72 -0.87 -1.18
H -2.012 -2.400 4.878 -0.42 0.04 -0.16
H -1.708 2.825 0.778 0.22 0.08 -0.34
H 2.284 0.794 1.245 0.66 0.00 0.84
H 2.748 2.868 0.425 1.92 0.18 0.30

=====

Entry 3:
12
Properties=species:S:1:pos:R:3:forces:R:3 method="wB97M-V/def2-TZVPD" energy_ha=-211.14546 lumo_energy_ev="1.06 / -1.61" spin_multiplicity=3 gap_ev="7.7 / 8.1" s2=2.01 e_above_lowest_kj_mol=154.8
N 1.115 -1.052 -1.024 0.68 1.06 -0.61
C 0.469 0.292 -0.757 -0.04 -2.05 2.30
C 1.158 1.312 0.117 0.41 0.68 1.31
C -0.668 -1.706 0.956 -0.96 -1.95 -2.06
C 0.008 -0.912 -0.078 -0.36 -0.19 -0.77
H -0.114 0.693 -1.529 -0.68 0.40 -1.54
H -0.586 -2.874 0.953 0.37 2.18 -0.59
H 1.909 0.738 0.718 -0.58 0.80 -0.23
H -0.325 -1.405 1.885 0.16 0.64 2.34
H 0.414 1.846 0.814 1.02 -1.02 -0.98
H 1.678 2.120 -0.430 -0.16 -0.56 0.01
H -1.740 -1.515 0.778 0.15 0.01 0.82